DFT (wB97M-V/def2-TZVPD) results for a structure of composition C20H33B2Ca2F14N6O6S2 in a non-equilibrium geometry.

Cartesian coordinates (Å):
Ca (18.99028, -3.90549, 21.94199)
Ca (18.44026, -0.99970, 17.62343)
C (16.36992, -9.03145, 18.75474)
C (17.13449, -7.97260, 19.55796)
N (18.09327, -8.60870, 20.47082)
C (19.02163, -9.54162, 20.06005)
C (19.73966, -9.86726, 21.17318)
N (19.30313, -9.19060, 22.29263)
C (18.22620, -8.42036, 21.91425)
C (19.87334, -9.39524, 23.57503)
H (15.58325, -8.67433, 18.09012)
H (15.86931, -9.66628, 19.48582)
H (17.03788, -9.67905, 18.18682)
H (16.46513, -7.39879, 20.19889)
H (17.76212, -7.28315, 18.99332)
H (19.04466, -9.84194, 19.02290)
H (20.50439, -10.61899, 21.30164)
H (17.60538, -7.79639, 22.54007)
H (20.71592, -8.70940, 23.66329)
H (20.29212, -10.40144, 23.55838)
H (19.14895, -9.22292, 24.37107)
C (15.60779, -5.62558, 16.08805)
C (15.62015, -5.45932, 14.49795)
N (16.96461, -5.53580, 13.95810)
C (17.69195, -6.65718, 13.67364)
C (18.88000, -6.22056, 13.11414)
N (18.87983, -4.83485, 13.10732)
C (17.66585, -4.41746, 13.62538)
C (19.89426, -3.93237, 12.52363)
H (14.54510, -5.71866, 16.31198)
H (15.95064, -4.79695, 16.70767)
H (16.11258, -6.52301, 16.44568)
H (15.21020, -4.48268, 14.24062)
H (15.07700, -6.26232, 13.99968)
H (17.32834, -7.65268, 13.88142)
H (19.73179, -6.82052, 12.82974)
H (17.40806, -3.37166, 13.70444)
H (20.71944, -3.80910, 13.22504)
H (19.42385, -2.99998, 12.21142)
H (20.11994, -4.33874, 11.53771)
C (20.95777, -6.79519, 15.89668)
C (21.42178, -5.31297, 15.50725)
N (22.08843, -4.64781, 16.57272)
C (21.80698, -4.71675, 17.92495)
C (22.55225, -3.85366, 18.59644)
N (23.37544, -3.27585, 17.72819)
C (23.05956, -3.72022, 16.43853)
C (24.35171, -2.25198, 18.02128)
H (19.87559, -6.78586, 16.02666)
H (21.39206, -7.29963, 16.75984)
H (21.16081, -7.42273, 15.02888)
H (20.63169, -4.60471, 15.25781)
H (22.17532, -5.49589, 14.74121)
H (20.92399, -5.28102, 18.18633)
H (22.50414, -3.64960, 19.65589)
H (23.41471, -3.39296, 15.47252)
H (24.64087, -2.22263, 19.07182)
H (23.95205, -1.27137, 17.76289)
H (25.25092, -2.51368, 17.46358)
B (18.42981, -3.88149, 18.04835)
F (19.55418, -3.14319, 17.72329)
F (17.25365, -3.13652, 17.75389)
F (18.47304, -5.24487, 17.61498)
F (18.50081, -3.90804, 19.41500)
B (19.81830, -1.19916, 15.14188)
F (20.90406, -2.09371, 15.02408)
F (18.67141, -1.87154, 15.59587)
F (20.16090, -0.20555, 16.07886)
F (19.42783, -0.63980, 13.96833)
C (20.66995, 0.41951, 21.71661)
F (21.34522, 0.07487, 22.80309)
F (19.39969, 0.64179, 21.91368)
F (21.34095, 1.52041, 21.25329)
S (20.80084, -1.03689, 20.44650)
O (20.33340, -2.19839, 21.21760)
O (19.95627, -0.77614, 19.28819)
O (22.20620, -1.17237, 20.10796)
C (15.93560, 0.08641, 21.88812)
F (14.77668, -0.12913, 22.55174)
F (15.62542, 1.11316, 21.07934)
F (16.95093, 0.45393, 22.71517)
S (16.46200, -1.47741, 20.73783)
O (17.05454, -0.93098, 19.49150)
O (17.54171, -2.25995, 21.41344)
O (15.29774, -2.31643, 20.67909)

Results
* 2S+1: 2
* net charge: +2
* energy: -5161.44205 hartree
* LUMO (spin up / spin down): -4.59 / -4.84 eV
* gap between HOMO and LUMO (spin up / spin down): 4.581 / 9.560 eV
* HOMO level (spin up / spin down): -9.2 / -14.4 eV